Record 1
The following is a quantum chemistry calculation of C25H20F5OP2ReS2Se4Te as an isolated structure, from the OMol25 dataset.

Structure (XYZ):
```
61
Properties=species:S:1:pos:R:3:forces:R:3:nbo_charge:R:1
Re -0.232 0.274 -1.192 -0.2 -0.7 0.4 0.88
S -1.358 -1.923 1.597 0.0 0.0 0.0 -0.57
P -1.221 -0.025 2.012 0.0 -0.1 0.0 1.34
C 0.025 0.826 0.936 -0.2 -0.1 -0.1 -1.13
P 1.241 2.117 1.621 -0.1 0.0 0.3 1.64
S 1.682 0.099 1.491 0.0 0.1 -0.1 -0.07
C 0.810 2.579 3.328 0.0 0.1 0.0 -0.42
C -0.071 3.619 3.598 0.0 0.1 -0.1 -0.14
C -0.268 4.055 4.902 0.1 0.0 0.1 -0.24
C 0.430 3.462 5.942 0.0 0.1 -0.1 -0.20
C 1.322 2.431 5.677 0.1 0.1 0.0 -0.20
C 1.514 1.996 4.379 0.0 0.0 0.0 -0.17
C 0.868 3.657 0.697 0.1 -0.1 -0.2 -0.43
C -0.292 3.788 -0.051 0.0 0.0 0.0 -0.18
C -0.619 4.992 -0.660 0.0 0.0 0.0 -0.22
C 0.216 6.085 -0.517 0.0 0.0 0.0 -0.18
C 1.374 5.973 0.243 0.0 0.0 0.0 -0.24
C 1.701 4.772 0.843 0.0 -0.1 0.0 -0.10
C -0.864 0.100 3.810 0.0 0.0 0.0 -0.29
C -1.600 0.926 4.653 0.0 0.0 0.0 -0.22
C -1.416 0.876 6.028 0.0 -0.1 0.0 -0.21
C -0.483 0.010 6.574 -0.1 -0.1 0.0 -0.22
C 0.258 -0.817 5.739 -0.1 0.0 0.0 -0.22
C 0.059 -0.783 4.370 0.0 -0.1 0.0 -0.21
C -2.808 0.855 1.892 0.0 0.0 0.0 -0.39
C -3.980 0.136 2.100 0.0 -0.1 0.0 -0.17
C -5.207 0.780 2.073 0.0 0.1 0.0 -0.21
C -5.275 2.146 1.831 0.0 0.0 0.0 -0.20
C -4.110 2.867 1.616 0.0 0.0 0.0 -0.22
C -2.883 2.220 1.648 0.0 0.1 0.2 -0.20
H -0.583 4.124 2.791 0.0 0.0 0.0 0.21
H -0.958 4.866 5.097 0.0 0.0 0.0 0.21
H 0.282 3.803 6.960 0.0 0.0 0.0 0.21
H 1.868 1.963 6.487 0.0 0.0 0.0 0.21
H 2.209 1.191 4.171 0.0 0.0 0.0 0.23
H -0.942 2.939 -0.189 0.0 -0.1 -0.1 0.23
H -1.516 5.057 -1.264 0.0 0.0 0.0 0.22
H -0.025 7.021 -1.004 0.0 0.0 0.0 0.21
H 2.036 6.822 0.352 0.0 0.0 0.0 0.21
H 2.610 4.692 1.420 0.0 0.0 0.0 0.23
H -2.330 1.613 4.246 0.0 0.0 0.0 0.23
H -2.003 1.524 6.668 0.0 0.0 0.0 0.21
H -0.337 -0.027 7.647 0.0 0.0 0.0 0.21
H 0.980 -1.507 6.159 0.0 0.0 0.0 0.21
H 0.595 -1.465 3.725 0.0 0.0 0.0 0.24
H -3.920 -0.934 2.261 0.0 0.0 0.0 0.25
H -6.115 0.211 2.231 0.0 0.0 0.0 0.21
H -6.236 2.644 1.799 0.0 0.0 0.0 0.21
H -4.152 3.929 1.407 0.0 0.0 0.0 0.21
H -1.981 2.783 1.467 0.0 0.0 0.1 0.23
Se -2.462 1.007 -1.384 0.4 0.0 -0.4 0.00
Se -3.731 -0.582 -2.628 -0.2 0.1 -0.1 -0.09
Se -2.831 -2.546 -1.855 0.1 -0.1 0.1 -0.06
Se -0.538 -1.977 -1.915 -0.1 0.0 0.1 -0.04
F 4.323 0.880 -1.410 0.1 0.0 -0.1 -0.67
Te 2.559 1.600 -1.607 0.1 0.1 -0.4 2.53
F 2.873 1.349 -3.438 -0.1 0.0 0.0 -0.64
F 0.426 2.009 -2.180 0.0 0.3 0.4 -0.66
F 2.833 2.550 1.785 0.0 0.0 0.0 -0.61
F 2.892 3.453 -2.198 0.2 0.1 0.0 -0.71
O 1.588 -0.113 -1.788 -0.2 0.5 0.3 -1.05
```
Positions in Å, forces in eV/Å.

As for the multiplicity: 2. Its energy above the lowest of the compared OMol25 structures with the same formula, charge and spin is 1.715 eV. Its orbital gap (spin up / spin down) is 6.2 / 6.7 eV. Its net charge is -1. The highest occupied orbital energy (spin up / spin down) is -4.9 / -5.0 eV. As for the expectation value of S²: 0.78.


Record 2
The following is a quantum chemistry calculation of C4H7IN2O as an isolated structure in a non-equilibrium geometry, from the OMol25 dataset.

Structure (XYZ):
```
15
Properties=species:S:1:pos:R:3:forces:R:3:nbo_charge:R:1
C -0.183 1.080 0.850 1.8 -0.6 -1.2 0.17
C -0.412 -1.929 -0.713 1.5 2.4 2.9 0.13
C -0.440 2.520 0.545 0.3 -1.2 2.1 -0.66
C 0.832 -1.043 0.218 -2.5 -0.3 -2.4 0.18
N -1.452 -2.453 -0.190 1.8 0.2 -1.3 -0.61
N 0.429 0.343 0.022 0.3 -0.5 -0.3 -0.47
O 2.089 -1.261 -0.429 -0.8 -0.2 1.1 -0.71
I 2.249 -0.538 -2.230 0.5 0.3 -0.8 0.43
H -0.357 0.701 1.814 -0.8 -0.4 1.6 0.15
H -0.080 -1.582 -1.708 -1.0 -1.2 -0.2 0.17
H -0.631 2.991 1.517 0.4 0.5 -0.4 0.22
H 0.366 2.898 -0.039 0.4 0.6 -0.3 0.24
H -1.346 2.513 0.043 -1.8 0.5 -1.4 0.23
H 0.966 -1.371 1.231 -0.1 -0.3 0.5 0.19
H -2.029 -2.870 -0.933 -0.1 0.3 0.2 0.35
```
Positions in Å, forces in eV/Å.

Its energy above the lowest of the compared OMol25 structures with the same formula, charge and spin is 3.195 eV. Its orbital gap is 8.4 eV. Its net charge is 0. The highest occupied orbital energy is -8.7 eV.


Question: What is the net charge in the first record?
Answer: -1